# 1
ORCA calculation (ωB97M-V with the def2-TZVPD basis set) on a structure of composition C25H20Cl4LuN3O2 at a distorted geometry.

Summary:
- Kohn-Sham gap (eV) = 6.78
- LUMO energy (eV) = 0.048
- ΔE to the lowest compared entry with this formula, charge and spin (eV) = 0.000

Structure (ORCA input):
```
! RIJCOSX wB97M-V def2-TZVPD def2/J DEFGRID3
* xyz 0 1
Lu 0.143 0.417 0.142
O 0.227 -0.834 1.768
C 1.158 -1.546 2.357
C 1.171 -1.684 3.754
C 2.144 -2.430 4.381
C 3.140 -3.094 3.655
C 3.123 -2.990 2.283
C 2.156 -2.222 1.618
C 2.206 -2.211 0.162
N 1.514 -1.470 -0.610
C 1.610 -1.666 -2.050
C 1.507 -0.330 -2.771
N 0.360 0.409 -2.246
C -0.535 0.798 -3.075
C -1.787 1.473 -2.784
C -2.532 1.911 -3.891
C -3.733 2.562 -3.742
C -4.212 2.774 -2.442
C -3.515 2.343 -1.337
C -2.279 1.681 -1.474
O -1.633 1.274 -0.418
H 0.406 -1.163 4.315
H 2.139 -2.501 5.463
H 3.899 -3.675 4.159
H 3.870 -3.507 1.687
H 2.905 -2.928 -0.286
H 0.767 -2.289 -2.364
H 2.531 -2.187 -2.330
H 1.414 -0.508 -3.847
H 2.415 0.253 -2.604
H -0.363 0.605 -4.140
H -2.134 1.728 -4.884
H -4.292 2.902 -4.602
H -5.158 3.286 -2.301
H -3.886 2.502 -0.332
Cl -2.705 -4.716 -1.715
C -2.327 -4.022 -0.142
Cl -3.772 -3.902 0.851
Cl -1.080 -4.960 0.676
C -1.792 -2.661 -0.345
N -1.372 -1.611 -0.506
Cl 2.826 1.336 -0.089
C 2.835 1.426 1.695
C 3.923 0.911 2.375
C 3.906 0.928 3.758
C 2.787 1.454 4.403
C 1.721 1.964 3.687
C 1.697 1.986 2.277
C 0.564 2.416 1.471
H 4.758 0.494 1.827
H 4.738 0.526 4.319
H 2.751 1.468 5.486
H 0.864 2.376 4.208
H 0.860 3.101 0.672
H -0.240 2.850 2.060
*
```

=====

# 2
ORCA calculation (ωB97M-V with the def2-TZVPD basis set) on a cluster of 6 separate species, C42H76FN7O6 in total at a distorted geometry.

Summary:
- Kohn-Sham gap (eV) = 7.04
- LUMO energy (eV) = -14.822

Structure (ORCA input):
```
! RIJCOSX wB97M-V def2-TZVPD def2/J DEFGRID3
* xyz 6 1
F -0.929 -0.005 0.178
C 1.460 -2.341 4.110
O 0.545 -2.142 3.011
C -0.757 -1.654 3.318
C -0.769 -0.215 3.876
N 0.023 0.708 2.875
H 0.969 0.376 2.749
H -0.403 0.661 1.961
C 0.285 2.179 3.382
C -0.970 3.011 3.386
O -1.590 3.187 2.157
C -1.090 4.265 1.456
H 1.327 -3.305 4.601
H 1.458 -1.635 4.940
H 2.497 -2.341 3.776
H -1.302 -2.219 4.073
H -1.382 -1.708 2.426
H -0.223 -0.261 4.819
H -1.777 0.076 4.171
H 1.015 2.586 2.682
H 0.669 2.099 4.399
H -0.920 3.986 3.869
H -1.754 2.513 3.956
H -1.286 5.211 1.960
H -1.484 4.279 0.440
H -0.001 4.314 1.494
C -5.414 -1.820 -2.244
O -4.103 -1.628 -1.911
C -3.370 -2.919 -1.880
C -1.888 -2.601 -1.655
N -1.387 -1.522 -2.615
H -2.192 -0.980 -2.894
H -0.763 -0.872 -2.160
C -0.624 -1.981 -3.943
C -1.692 -2.266 -5.056
O -2.566 -1.155 -5.080
C -2.316 -0.285 -6.144
H -5.451 -2.238 -3.250
H -6.054 -0.949 -2.385
H -5.931 -2.531 -1.599
H -3.527 -3.475 -2.805
H -3.733 -3.543 -1.064
H -1.217 -3.455 -1.749
H -1.721 -2.082 -0.711
H 0.064 -2.769 -3.636
H -0.081 -1.071 -4.196
H -2.016 -3.283 -4.833
H -1.124 -2.443 -5.969
H -2.686 -0.707 -7.079
H -1.337 0.172 -6.293
H -2.979 0.560 -5.960
C -3.286 1.454 -3.275
O -3.183 1.892 -1.918
C -4.379 2.206 -1.168
C -4.151 2.348 0.314
N -3.376 1.145 0.845
H -2.603 0.975 0.218
H -2.881 1.405 1.686
C -4.152 -0.191 0.970
C -4.903 -0.160 2.386
O -3.913 0.035 3.360
C -4.493 0.528 4.568
H -2.380 0.929 -3.579
H -3.525 2.382 -3.793
H -4.154 0.816 -3.445
H -5.150 1.435 -1.187
H -4.815 3.091 -1.634
H -5.086 2.338 0.875
H -3.618 3.251 0.613
H -3.318 -0.892 0.946
H -4.813 -0.311 0.112
H -5.535 -1.042 2.489
H -5.544 0.721 2.404
H -5.318 -0.124 4.855
H -4.964 1.509 4.499
H -3.712 0.459 5.325
C 8.444 5.653 2.326
N 7.113 5.304 1.833
C 6.974 5.434 0.475
C 5.798 4.985 -0.095
C 4.736 4.418 0.626
C 4.912 4.417 2.028
C 6.104 4.890 2.577
C 3.515 4.054 -0.065
C 2.739 2.959 0.410
C 1.565 2.626 -0.315
N 1.293 3.260 -1.496
C 2.024 4.305 -1.907
C 3.186 4.658 -1.262
C 0.084 2.981 -2.303
H 9.095 4.793 2.167
H 8.528 6.122 3.307
H 8.747 6.507 1.721
H 7.814 5.787 -0.104
H 5.823 5.085 -1.170
H 4.160 4.031 2.701
H 6.271 4.964 3.641
H 3.043 2.400 1.283
H 0.854 1.834 -0.132
H 1.724 4.760 -2.839
H 3.818 5.397 -1.731
H -0.700 3.648 -1.948
H -0.171 1.923 -2.230
H 0.330 3.089 -3.360
C -0.582 -8.687 -0.390
N 0.106 -7.357 -0.456
C 0.989 -7.124 -1.438
C 1.717 -5.962 -1.518
C 1.541 -4.981 -0.490
C 0.569 -5.242 0.472
C -0.217 -6.405 0.426
C 2.318 -3.711 -0.537
C 3.674 -3.725 -0.831
C 4.431 -2.565 -0.821
N 3.891 -1.371 -0.540
C 2.630 -1.328 -0.160
C 1.830 -2.479 -0.179
C 4.738 -0.105 -0.514
H -1.606 -8.558 -0.741
H -0.601 -9.078 0.628
H -0.039 -9.332 -1.081
H 1.022 -7.909 -2.179
H 2.492 -5.764 -2.245
H 0.460 -4.586 1.323
H -0.988 -6.664 1.137
H 4.101 -4.699 -1.023
H 5.501 -2.558 -0.968
H 2.280 -0.324 0.033
H 0.781 -2.378 0.053
H 5.453 -0.281 -1.317
H 5.292 0.101 0.402
H 4.139 0.801 -0.603
*
```

=====

# 3
ORCA calculation (ωB97M-V with the def2-TZVPD basis set) on a structure of composition C4H9NO2.

Summary:
- Kohn-Sham gap (eV) = 9.95
- LUMO energy (eV) = 0.848
- ΔE to the lowest compared entry with this formula, charge and spin (eV) = 4.067

Structure (ORCA input):
```
! RIJCOSX wB97M-V def2-TZVPD def2/J DEFGRID3
* xyz 0 1
C -1.248 1.418 -0.290
C -0.288 0.347 0.219
C -0.882 -1.060 0.046
O -0.368 -2.015 0.933
N 0.989 0.523 -0.504
C 2.146 -0.051 -0.215
O 2.189 -0.958 0.752
H -0.810 2.418 -0.206
H -2.176 1.407 0.288
H -1.505 1.239 -1.342
H -0.092 0.492 1.288
H -1.958 -1.005 0.250
H -0.763 -1.355 -1.011
H 0.600 -1.917 0.945
H 1.008 1.204 -1.249
H 3.159 -0.689 0.097
*
```

=====

# 4
ORCA calculation (ωB97M-V with the def2-TZVPD basis set) on the molecule C4H6S2 at a distorted geometry.

Summary:
- Kohn-Sham gap (eV) = 9.72
- LUMO energy (eV) = 0.694
- ΔE to the lowest compared entry with this formula, charge and spin (eV) = 2.983

Structure (ORCA input):
```
! RIJCOSX wB97M-V def2-TZVPD def2/J DEFGRID3
* xyz 0 1
C 1.648 0.077 -0.851
C 0.451 0.643 -0.178
S 0.180 2.452 -0.414
C -0.297 -0.135 0.548
C -1.322 -0.927 0.883
S -2.103 -1.944 2.209
H 1.606 -1.134 -0.686
H 2.534 0.642 -0.685
H 1.468 0.235 -2.026
H -0.054 2.347 -1.626
H -1.673 -1.267 -0.171
H -2.438 -0.987 2.996
*
```

=====

# 5
ORCA calculation (ωB97M-V with the def2-TZVPD basis set) on a cluster of 4 separate species, C3H12O4 in total at a distorted geometry.

Summary:
- Kohn-Sham gap (eV) = 11.00
- LUMO energy (eV) = 0.739
- ΔE to the lowest compared entry with this formula, charge and spin (eV) = 0.278

Structure (ORCA input):
```
! RIJCOSX wB97M-V def2-TZVPD def2/J DEFGRID3
* xyz 0 1
C 1.186 2.155 1.787
C 1.605 1.066 0.817
C 0.458 0.483 0.073
O 0.237 -0.687 -0.112
H 0.791 3.044 1.303
H 0.462 1.776 2.508
H 2.042 2.494 2.363
H 2.233 0.316 1.297
H 2.295 1.450 0.048
H -0.265 1.236 -0.296
O -2.256 -1.947 -0.477
H -2.327 -2.127 -1.422
H -1.308 -1.720 -0.369
O -2.866 0.879 -0.130
H -2.737 -0.087 -0.119
H -3.544 0.990 -0.811
O 1.298 -3.001 -2.528
H 0.879 -3.759 -2.092
H 1.815 -2.562 -1.841
*
```

=====

# 6
ORCA calculation (ωB97M-V with the def2-TZVPD basis set) on a structure of composition CCl4OS at a distorted geometry.

Summary:
- Kohn-Sham gap (spin up / spin down) (eV) = 7.74 / 7.74
- LUMO energy (spin up / spin down) (eV) = -1.573 / -1.573
- ΔE to the lowest compared entry with this formula, charge and spin (eV) = 3.321

Structure (ORCA input):
```
! RIJCOSX wB97M-V def2-TZVPD def2/J DEFGRID3
* xyz 0 1
C -0.993 0.216 -0.687
O 0.822 0.798 1.283
S 0.678 -0.110 0.234
Cl -1.379 -1.383 -1.288
Cl -2.109 0.500 0.553
Cl 1.516 -1.814 0.819
Cl 2.056 0.281 -1.279
*
```

=====

# 7
ORCA calculation (ωB97M-V with the def2-TZVPD basis set) on a cluster of 4 separate species, C3H12NO3 in total at a distorted geometry.

Summary:
- Kohn-Sham gap (eV) = 10.89
- LUMO energy (eV) = -3.025
- ΔE to the lowest compared entry with this formula, charge and spin (eV) = 2.469

Structure (ORCA input):
```
! RIJCOSX wB97M-V def2-TZVPD def2/J DEFGRID3
* xyz 1 1
C 0.862 -1.775 0.036
C 0.766 -2.498 -1.052
C 0.337 0.365 0.935
N -0.073 -0.572 0.187
H 1.475 -1.950 0.923
H -0.047 -2.522 -1.846
H 1.545 -3.216 -1.123
H -0.216 1.300 0.921
H 1.185 0.514 1.562
H -0.885 -0.490 -0.387
H 1.911 2.136 -0.084
H 1.464 1.778 -1.568
O 1.162 1.695 -0.613
H -1.224 0.877 3.397
H -2.128 0.093 2.504
O -1.149 0.307 2.642
H -1.907 0.814 -2.674
H -1.591 2.040 -1.879
O -1.487 1.102 -1.880
*
```

=====

# 8
ORCA calculation (ωB97M-V with the def2-TZVPD basis set) on a structure of composition C4H5N3O at a distorted geometry.

Summary:
- Kohn-Sham gap (eV) = 8.60
- LUMO energy (eV) = -0.661
- ΔE to the lowest compared entry with this formula, charge and spin (eV) = 7.796

Structure (ORCA input):
```
! RIJCOSX wB97M-V def2-TZVPD def2/J DEFGRID3
* xyz 0 1
C 0.267 2.132 -0.759
C -0.129 0.158 0.576
C 0.105 -0.635 -0.628
C -0.538 -1.947 1.490
H 1.451 2.510 -0.955
H -0.142 1.083 -1.549
H -0.264 3.252 -1.092
H 0.605 -0.135 -1.580
H -1.073 -2.420 2.453
N 0.236 1.466 0.673
N 0.127 -2.034 -0.708
N -0.411 -0.676 1.669
O -0.232 -2.754 0.410
*
```